No. 1
19
Properties=species:S:1:pos:R:3:mulliken_spin:R:1 method="wB97M-V/def2-TZVPD" total_energy_ha=-198.808665 s_squared=0.7502 orbital_gap_ev="2.691 / 11.925" e_homo_ev="1.50 / -7.59" total_charge=-1 spin_multiplicity=2 de_lowest_ev=0.650
C -0.779 2.284 0.231 0.245
C -2.128 1.588 0.356 1.243
C 0.348 1.283 -0.020 0.175
H -0.811 3.008 -0.603 -0.166
H -0.526 2.954 1.058 -0.198
H -2.310 0.889 -0.473 -0.295
H 0.516 0.993 -1.060 -0.062
H -2.969 2.272 0.385 -0.430
H -2.189 0.880 1.193 -0.271
H 1.339 1.731 0.159 -0.538
H 0.257 0.376 0.579 0.883
C 0.983 -1.974 0.301 0.089
C 1.489 -2.954 -0.808 0.663
H 0.624 -2.494 1.192 -0.596
H 1.655 -1.114 0.370 0.311
H 0.083 -1.413 0.030 0.740
H 1.820 -3.856 -0.295 0.036
H 0.646 -3.094 -1.468 -0.566
H 2.365 -2.512 -1.267 -0.264



No. 2
6
Properties=species:S:1:pos:R:3:mulliken_spin:R:1 method="wB97M-V/def2-TZVPD" total_energy_ha=-1817.649560 s_squared=0.7530 orbital_gap_ev="5.691 / 7.913" e_homo_ev="-1.51 / -3.96" total_charge=-1 spin_multiplicity=2 de_lowest_ev=0.597
F 1.845 -0.736 -0.060 -0.036
C 5.216 2.009 0.030 0.067
C 4.040 2.302 -0.028 -0.038
H 6.283 1.698 0.120 -0.013
H 2.987 2.527 -0.018 -0.002
Cu 3.851 -1.614 -0.070 1.022



No. 3
21
Properties=species:S:1:pos:R:3:mulliken_charge:R:1 method="wB97M-V/def2-TZVPD" total_energy_ha=-382.670720 orbital_gap_ev=7.353 e_homo_ev=-14.26 total_charge=+1 spin_multiplicity=1 smiles="CC(C)C(=[NH2+])[C@@H](N)O" de_lowest_ev=5.195
N 1.560 0.838 0.530 -0.417
C 0.507 -0.169 0.275 -0.096
C -0.872 0.441 0.290 0.893
C -1.120 1.186 -1.073 -1.374
C -1.108 1.351 1.523 -1.474
C 0.454 -1.598 0.013 0.040
N 0.004 -2.009 -1.385 -0.487
O 1.796 -2.228 0.157 -0.560
H 2.533 -1.466 0.224 0.299
H 2.416 0.479 0.982 0.334
H 1.957 1.276 -0.357 0.343
H -0.288 -2.075 0.783 0.310
H -1.554 -0.446 0.253 0.400
H -2.149 1.558 -1.267 0.371
H -0.855 0.557 -1.895 0.371
H -0.358 2.013 -1.336 0.340
H -0.519 1.100 2.421 0.388
H -0.898 2.383 1.494 0.415
H -2.159 1.233 1.976 0.346
H 0.305 -2.984 -1.396 0.315
H 0.348 -1.439 -2.212 0.244



No. 4
21
Properties=species:S:1:pos:R:3:mulliken_charge:R:1 method="wB97M-V/def2-TZVPD" total_energy_ha=-275.056747 orbital_gap_ev=9.981 e_homo_ev=-8.98 spin_multiplicity=1 smiles=C[C@@H]1[C@H](C)C1(C)C de_lowest_ev=1.619
C 0.043 1.698 -1.604 -1.434
C -0.560 0.422 -1.054 0.103
C 0.068 -0.925 -0.661 -0.387
C 1.361 -1.573 -0.192 -1.255
C -0.455 0.020 0.381 1.357
C 0.591 0.805 1.163 -1.670
C -1.544 -0.578 1.225 -1.447
H -0.332 2.564 -1.041 0.303
H -0.252 1.836 -2.649 0.402
H 1.135 1.712 -1.560 0.305
H -1.561 0.244 -1.451 0.419
H -0.635 -1.699 -0.971 0.277
H 1.445 -2.579 -0.603 0.362
H 1.231 -1.711 0.896 0.252
H 2.293 -1.026 -0.329 0.280
H 0.956 0.265 2.045 0.408
H 0.142 1.744 1.507 0.397
H 1.468 1.073 0.562 0.338
H -2.204 -1.193 0.605 0.354
H -1.062 -1.256 1.950 0.286
H -2.127 0.158 1.781 0.353



No. 5
75
Properties=species:S:1:pos:R:3:mulliken_charge:R:1 method="wB97M-V/def2-TZVPD" total_energy_ha=-15129.316733 orbital_gap_ev=7.809 e_homo_ev=-9.56 spin_multiplicity=1 smiles="CC[C@H](C)C1=CC(=O)C(S)=CC1=O.ClC(Cl)Cl.ClC(Cl)Cl.ClC(Cl)Cl.ClC(Cl)Cl.ClC(Cl)Cl.ClC(Cl)Cl.ClC(Cl)Cl.ClC(Cl)Cl.ClC(Cl)Cl.ClC(Cl)Cl"
C 4.095 1.082 1.265 -0.697
C 3.858 0.841 -0.364 -0.462
C 3.299 2.164 -1.155 0.319
C 4.171 3.533 -0.924 -1.131
C 1.695 2.305 -0.785 0.253
C 0.649 2.019 -1.843 0.390
C -0.948 2.137 -1.364 0.202
O -1.913 2.689 -2.131 -0.593
C -1.242 1.557 0.176 0.352
S -2.792 0.536 0.600 -0.159
C -0.204 1.839 1.244 -0.098
C 1.127 2.713 0.735 -0.114
O 1.681 3.687 1.493 -0.553
H 3.036 0.978 1.802 0.101
H 4.761 0.220 1.748 0.309
H 4.494 2.156 1.522 0.182
H 4.879 0.411 -0.797 0.339
H 2.992 0.021 -0.424 0.193
H 3.337 1.940 -2.326 0.266
H 5.271 3.310 -1.325 0.333
H 4.277 3.877 0.190 0.217
H 3.736 4.416 -1.560 0.339
H 0.908 1.691 -2.946 -0.398
H -2.296 -0.806 0.543 0.147
H -0.335 1.434 2.340 0.278
C -2.189 -0.126 5.077 -0.239
Cl -0.937 -1.204 5.717 -0.060
Cl -2.553 1.162 6.238 -0.032
Cl -1.685 0.561 3.524 -0.113
H -3.098 -0.712 4.917 0.357
C -4.780 -0.820 9.097 0.004
Cl -5.078 -2.104 10.281 -0.128
Cl -3.337 -1.184 8.135 -0.020
Cl -6.190 -0.603 8.046 -0.135
H -4.606 0.114 9.637 0.269
C -2.262 5.237 7.320 0.038
Cl -2.006 6.606 8.415 -0.127
Cl -0.731 4.737 6.580 -0.104
Cl -3.008 3.881 8.183 -0.113
H -2.941 5.554 6.525 0.298
C -1.703 -2.645 -1.779 -0.411
Cl -0.772 -1.138 -1.728 0.098
Cl -1.390 -3.519 -3.288 0.005
Cl -1.317 -3.661 -0.380 -0.096
H -2.766 -2.395 -1.740 0.459
C -0.321 -2.347 -6.973 -0.245
Cl 0.501 -1.835 -5.489 0.032
Cl -0.612 -4.095 -6.952 -0.018
Cl -1.844 -1.465 -7.177 -0.111
H 0.327 -2.116 -7.823 0.378
C 1.387 1.908 -6.582 -0.086
Cl 3.145 1.721 -6.464 -0.139
Cl 0.731 0.841 -7.836 -0.092
Cl 0.620 1.578 -5.020 -0.054
H 1.169 2.942 -6.862 0.361
C 1.118 -2.341 8.785 0.064
Cl 2.448 -2.839 9.845 -0.132
Cl 1.242 -3.146 7.211 -0.135
Cl -0.445 -2.693 9.541 -0.094
H 1.189 -1.262 8.627 0.286
C -3.340 5.199 -4.020 0.582
Cl -2.278 5.294 -5.435 -0.135
Cl -3.552 6.801 -3.293 -0.133
Cl -4.908 4.505 -4.464 -0.135
H -2.870 4.545 -3.280 -0.132
C 2.707 -4.853 -3.373 -0.182
Cl 1.929 -5.597 -4.781 -0.013
Cl 1.630 -3.661 -2.624 -0.007
Cl 3.178 -6.091 -2.196 -0.135
H 3.609 -4.338 -3.710 0.312
C -0.396 -8.257 -6.717 0.097
Cl -1.925 -7.504 -7.201 -0.120
Cl -0.118 -9.747 -7.634 -0.125
Cl 0.951 -7.128 -6.940 -0.116
H -0.459 -8.512 -5.656 0.260



No. 6
2
Properties=species:S:1:pos:R:3:mulliken_spin:R:1 method="wB97M-V/def2-TZVPD" total_energy_ha=-2766.036043 s_squared=0.7534 orbital_gap_ev="9.311 / 7.299" e_homo_ev="-22.17 / -21.72" total_charge=+2 spin_multiplicity=2 de_lowest_ev=0.000
Pb -14.962 23.577 15.150 -0.015
Br -13.991 22.473 12.578 1.015



No. 7
15
Properties=species:S:1:pos:R:3:mulliken_charge:R:1 method="wB97M-V/def2-TZVPD" total_energy_ha=-756.196146 orbital_gap_ev=8.878 e_homo_ev=-8.20 spin_multiplicity=1 smiles="CN=C(N)N.O=C=S" de_lowest_ev=1.039
C 0.842 0.645 -0.113 0.477
C -3.422 -0.349 -0.205 0.663
C 0.318 -1.638 0.660 -0.909
N 0.568 1.978 0.234 -0.490
N 0.170 -0.251 0.516 -0.391
N 1.832 0.435 -0.958 -0.422
O -3.371 -1.466 -0.525 -0.350
S -3.384 1.122 0.250 -0.326
H -0.682 -1.995 0.938 0.223
H 0.737 -2.161 -0.195 0.342
H 0.971 -1.681 1.542 0.333
H -0.311 2.188 0.530 0.237
H 0.936 2.607 -0.543 0.202
H 2.507 1.032 -1.422 0.209
H 2.291 -0.464 -0.708 0.202



No. 8
80
Properties=species:S:1:pos:R:3:mulliken_charge:R:1 method="wB97M-V/def2-TZVPD" total_energy_ha=-4222.600724 orbital_gap_ev=8.110 e_homo_ev=-7.82 spin_multiplicity=1 de_lowest_ev=0.562
Cs 1.922 -1.246 -3.006 1.139
C -0.565 4.253 0.645 -1.959
C -0.667 2.795 0.174 0.210
C -1.653 2.030 1.069 -1.488
C -2.240 0.738 0.481 2.217
C -3.069 1.033 -0.774 -2.253
C -3.139 0.105 1.544 -2.260
N -1.107 -0.169 0.102 2.788
C -1.450 -1.534 -0.356 -0.425
C -1.376 -2.526 0.799 -1.651
N 0.009 -2.683 1.181 1.052
C 0.715 -3.605 0.300 -0.931
C 1.520 -2.887 -0.810 0.650
O 1.578 -3.447 -1.922 -0.879
O 2.043 -1.780 -0.529 -0.978
C 0.267 -2.729 2.619 0.208
C -0.201 -4.040 3.267 -1.796
C 1.743 -2.458 2.941 -1.419
C 2.228 -0.988 2.994 1.740
C 3.765 -1.057 2.896 -1.897
C 1.844 -0.367 4.341 -1.934
N 1.619 -0.202 1.907 0.809
C 2.340 1.029 1.571 -0.531
C 1.406 2.212 1.338 -1.519
N 0.619 2.101 0.117 1.229
C 1.372 2.353 -1.106 -1.007
C 1.144 1.311 -2.217 0.375
O 1.954 1.275 -3.149 -0.865
O 0.136 0.547 -2.127 -1.207
H -1.517 4.765 0.502 0.510
H 0.203 4.791 0.085 0.364
H -0.310 4.299 1.705 0.315
H -1.064 2.792 -0.845 0.432
H -2.497 2.685 1.298 0.696
H -1.169 1.798 2.024 0.227
H -3.529 2.020 -0.695 0.422
H -3.876 0.308 -0.896 0.491
H -2.464 1.007 -1.677 0.636
H -3.948 0.798 1.775 0.539
H -2.591 -0.096 2.467 0.344
H -3.595 -0.820 1.190 0.365
H -0.574 0.287 -0.733 -0.699
H -0.394 -0.236 0.844 -0.684
H -0.689 -1.829 -1.089 0.025
H -2.419 -1.529 -0.851 0.622
H -1.837 -3.472 0.475 0.189
H -1.946 -2.162 1.653 0.662
H 0.024 -4.296 -0.193 0.384
H 1.422 -4.218 0.859 0.592
H -0.321 -1.912 3.052 0.268
H 0.378 -4.887 2.892 0.302
H -1.255 -4.221 3.041 0.357
H -0.090 -4.001 4.352 0.489
H 2.362 -2.978 2.209 0.410
H 1.964 -2.900 3.915 0.515
H 4.141 -1.837 3.560 0.444
H 4.239 -0.119 3.189 0.462
H 4.064 -1.296 1.873 0.374
H 2.386 -0.861 5.150 0.512
H 0.772 -0.463 4.524 0.320
H 2.100 0.695 4.363 0.398
H 1.641 -0.801 1.079 -1.017
H 2.975 0.879 0.690 0.231
H 3.000 1.320 2.390 0.477
H 2.001 3.140 1.358 0.352
H 0.723 2.235 2.187 0.374
H 2.442 2.366 -0.899 0.485
H 1.127 3.327 -1.548 0.379
O -0.324 1.637 -7.888 -0.528
C -0.851 1.448 -6.660 1.084
C -1.415 2.472 -5.907 -0.690
C -1.945 2.154 -4.671 -0.527
N -1.935 0.928 -4.159 -0.285
C -1.370 -0.016 -4.875 0.085
Br -1.362 -1.755 -4.115 -0.155
C -0.825 0.163 -6.132 -0.400
H -0.374 2.565 -8.133 0.294
H -1.449 3.488 -6.282 0.316
H -2.402 2.919 -4.051 0.386
H -0.383 -0.649 -6.690 0.438